{"formula": "C86H180F9N7O7S", "method": "ωB97M-V/def2-TZVPD", "multiplicity": 2, "homo_ev": [-13.4, -13.4], "homo_lumo_gap_ev": [5.71, 2.63], "e_tot_ev": -152102.439, "charge": 5, "species": ["S", "F", "F", "F", "F", "F", "F", "F", "F", "F", "O", "O", "O", "O", "O", "O", "O", "N", "N", "N", "N", "N", "N", "N", "C", "C", "C", "C", "C", "C", "C", "C", "C", "C", "C", "C", "C", "C", "C", "C", "C", "C", "C", "C", "C", "C", "C", "C", "C", "C", "C", "C", "C", "C", "C", "C", "C", "C", "C", "C", "C", "C", "C", "C", "C", "C", "C", "C", "C", "C", "C", "C", "C", "C", "C", "C", "C", "C", "C", "C", "C", "C", "C", "C", "C", "C", "C", "C", "C", "C", "C", "C", "C", "C", "C", "C", "C", "C", "C", "C", "C", "C", "C", "C", "C", "C", "C", "C", "C", "C", "H", "H", "H", "H", "H", "H", "H", "H", "H", "H", "H", "H", "H", "H", "H", "H", "H", "H", "H", "H", "H", "H", "H", "H", "H", "H", "H", "H", "H", "H", "H", "H", "H", "H", "H", "H", "H", "H", "H", "H", "H", "H", "H", "H", "H", "H", "H", "H", "H", "H", "H", "H", "H", "H", "H", "H", "H", "H", "H", "H", "H", "H", "H", "H", "H", "H", "H", "H", "H", "H", "H", "H", "H", "H", "H", "H", "H", "H", "H", "H", "H", "H", "H", "H", "H", "H", "H", "H", "H", "H", "H", "H", "H", "H", "H", "H", "H", "H", "H", "H", "H", "H", "H", "H", "H", "H", "H", "H", "H", "H", "H", "H", "H", "H", "H", "H", "H", "H", "H", "H", "H", "H", "H", "H", "H", "H", "H", "H", "H", "H", "H", "H", "H", "H", "H", "H", "H", "H", "H", "H", "H", "H", "H", "H", "H", "H", "H", "H", "H", "H", "H", "H", "H", "H", "H", "H", "H", "H", "H", "H", "H", "H", "H", "H", "H", "H", "H", "H", "H", "H", "H", "H", "H", "H", "H", "H", "H", "H", "H", "H"], "coordinates": [[-0.25, -0.21, 1.05], [-0.61, -1.93, -0.98], [-2.47, -0.82, -0.28], [-2.46, -0.74, -5.28], [3.61, 0.01, 7.65], [-0.98, 0.23, -1.53], [-1.00, 0.57, -5.86], [-1.85, 0.52, -3.90], [4.91, 1.59, 8.54], [2.86, 1.83, 8.11], [-4.16, 1.57, -4.52], [1.18, -0.06, 0.80], [4.73, 3.02, 5.96], [-0.81, 1.13, 1.36], [3.43, 1.41, 5.15], [-3.08, 2.78, -5.93], [-0.66, -1.29, 1.94], [0.55, 4.84, 4.45], [6.70, 3.31, 1.42], [-0.60, 4.15, -2.71], [5.07, -2.24, -6.40], [-4.26, -4.37, -5.39], [-6.24, 0.04, 2.22], [-0.65, -6.45, 4.50], [4.56, 0.03, 1.00], [-1.95, 4.96, -0.81], [-6.14, 0.85, 0.96], [-1.86, 1.73, 5.11], [-0.36, -5.41, 2.15], [0.99, 4.65, 6.98], [1.67, 3.27, -3.05], [-6.58, -3.89, 2.69], [-6.76, -4.29, -5.38], [-1.16, -6.39, 3.08], [-1.46, -7.51, 5.33], [-4.72, -3.22, -6.34], [4.42, 1.67, 6.16], [-2.09, 3.76, -2.86], [2.10, 5.32, 2.53], [-0.33, 5.64, -4.85], [-6.83, -2.49, 3.19], [2.09, 4.88, 4.02], [-4.24, -3.17, -0.89], [5.07, 0.48, -6.24], [-1.17, -0.72, -0.62], [-1.72, -4.24, -5.92], [5.72, 1.03, 0.92], [-5.55, 1.18, -2.68], [-0.08, 5.88, 3.48], [0.72, -7.14, 4.41], [-3.95, -3.69, -4.01], [-0.59, 4.35, -1.15], [7.88, 3.52, -2.48], [5.69, -0.89, -5.80], [-4.80, 0.48, -3.88], [-0.31, 5.56, -3.31], [-5.27, 2.01, 1.22], [6.84, -2.97, -7.90], [8.30, 2.18, -2.91], [3.95, 1.29, 7.64], [-0.44, -8.34, 6.18], [-3.03, -5.01, -5.96], [-4.14, 1.30, 1.94], [-1.83, -4.23, 5.42], [2.64, 2.01, -3.25], [-7.34, -4.33, 1.41], [-2.11, 0.54, -5.17], [6.97, 3.63, -1.30], [1.88, 4.47, 9.32], [-6.88, -1.41, 2.02], [6.25, 4.99, 3.27], [5.43, 2.45, 1.32], [-0.06, 3.42, 4.29], [-0.71, -4.87, -6.80], [0.22, 2.98, -3.27], [0.99, -7.96, 5.68], [-3.62, -4.88, -2.95], [0.08, 7.06, -5.26], [3.56, -2.26, -6.14], [0.94, 5.31, 8.34], [0.65, 5.47, 2.18], [1.67, 0.21, 4.03], [-2.88, 4.01, -1.57], [0.87, -1.23, -4.65], [-8.55, 0.99, 3.10], [6.34, 4.81, 1.76], [-5.54, -5.25, -5.44], [7.06, -3.43, -6.53], [7.53, 3.16, 0.09], [3.22, -2.35, -4.53], [-7.07, 0.76, 3.35], [-3.34, -4.37, -1.49], [5.96, 1.62, -5.79], [-1.07, -5.33, 0.82], [-4.74, 0.04, 2.64], [-0.57, -2.03, 5.42], [5.72, -3.48, -5.86], [-1.66, -2.91, 6.21], [-3.27, 1.45, -5.57], [0.40, 5.56, 5.86], [2.96, 0.07, 4.92], [-0.59, -5.14, 5.32], [5.37, -2.39, -7.91], [7.40, 4.15, 3.68], [-9.42, 0.95, 4.34], [-1.50, 3.24, 4.95], [-6.25, -3.00, -6.09], [1.73, -2.45, -4.20], [2.54, 0.86, -2.30], [7.47, 2.93, 2.74], [-0.37, -4.93, 0.08], [-2.93, -5.86, -5.29], [6.61, 0.58, 1.36], [-0.62, -8.28, 7.25], [-0.03, -1.57, -5.17], [-4.75, -0.05, 3.73], [-1.78, -3.17, -6.14], [-2.21, -7.08, 6.00], [-2.00, -4.79, 0.71], [-10.33, 1.53, 4.19], [-4.59, -3.63, -7.34], [-5.52, -5.91, -6.31], [-0.61, -4.47, 2.64], [8.97, 1.74, -2.17], [-1.00, -7.36, 2.62], [7.06, 5.42, 1.22], [-5.24, -3.61, -0.85], [0.33, -4.68, -6.52], [7.40, 4.02, -3.32], [-2.62, -5.16, -3.27], [1.71, 0.17, -2.47], [-1.69, 1.22, 4.17], [2.56, 1.70, -4.29], [2.45, 1.10, -1.24], [1.47, -6.39, 4.15], [-7.83, -2.54, 3.62], [-0.29, -1.14, 5.98], [7.73, -2.79, -5.95], [-1.59, 3.73, 5.92], [1.86, 0.74, 3.09], [-5.52, -4.03, 2.48], [5.59, 2.57, -6.19], [-7.05, -4.06, -4.36], [0.19, 6.89, 3.79], [-6.19, -2.19, 4.02], [-3.10, -3.02, -4.11], [-5.45, -5.80, -4.51], [3.65, 0.54, 0.69], [-0.10, 5.39, 8.67], [-5.97, 0.44, -2.00], [-2.13, 4.85, 0.26], [5.24, 4.61, 3.43], [0.12, 7.22, -6.34], [7.36, 3.84, 4.73], [2.02, 4.06, -3.70], [-0.59, -9.40, 6.01], [-0.05, 2.05, -2.78], [3.70, -0.45, 4.31], [-5.78, 2.81, 1.76], [-5.61, 0.26, -4.57], [1.67, 3.71, -2.06], [-1.31, -6.34, 0.48], [0.70, 0.45, 4.46], [1.64, -8.82, 5.55], [-1.18, -4.44, -4.99], [-2.89, 1.70, 5.47], [-7.69, -4.71, -5.74], [-7.16, 1.20, 0.82], [-9.69, -0.07, 4.61], [-4.15, -0.32, -3.54], [-0.23, -5.47, 6.30], [8.44, 3.67, 0.42], [4.60, -0.84, 0.34], [-0.08, 2.89, -4.32], [4.62, -3.01, -8.39], [-6.40, -2.20, -5.37], [-1.99, -8.24, 4.73], [5.59, -1.00, -4.72], [0.25, 4.90, -0.74], [-0.54, 3.33, -0.76], [6.98, 1.60, -6.18], [4.74, 2.82, 0.56], [0.93, 7.32, -4.64], [0.73, 2.90, 4.83], [5.04, -4.26, -6.21], [-1.26, -3.04, 7.21], [-4.30, -2.30, -1.55], [1.38, -7.24, 6.40], [-3.25, -5.36, -6.98], [3.06, -1.34, -6.44], [8.83, 4.05, -2.49], [-0.91, 6.27, -2.74], [1.29, -3.41, -4.49], [-6.74, -4.65, 3.45], [-4.26, -5.76, -2.88], [-4.73, 1.44, -2.01], [3.17, -3.16, -6.63], [-6.93, 0.01, 4.13], [-2.64, -4.79, 5.89], [1.41, -0.55, -5.31], [2.86, 4.41, 8.85], [-6.04, 2.13, -2.89], [-2.55, 4.38, -3.64], [0.48, 3.70, 7.10], [-4.70, -3.00, -3.63], [4.07, 0.68, -5.85], [-2.32, -4.12, -1.20], [4.88, 2.46, 2.26], [2.01, 4.84, 10.34], [-1.26, 5.25, -5.26], [0.27, -4.61, 4.91], [-3.64, -5.24, -0.89], [-3.81, 2.04, 2.66], [2.55, -0.40, 5.81], [1.45, 3.48, 9.50], [0.48, 6.04, 1.27], [5.03, 0.68, -7.31], [-5.78, 0.34, 0.06], [5.48, 5.06, 1.14], [6.71, 4.65, -1.03], [6.41, 6.00, 3.64], [-1.16, 5.70, 3.40], [7.65, -2.32, -8.23], [-2.98, 3.03, -1.10], [6.77, -0.94, -6.00], [3.65, -1.54, -3.95], [6.03, 0.91, -0.12], [-4.02, -2.83, 0.12], [2.78, 4.62, 2.04], [-3.79, 1.01, -6.42], [3.52, 0.37, -2.31], [-1.05, -1.55, 4.57], [-7.88, -1.40, 1.58], [-1.99, 5.98, -1.21], [-1.15, 1.27, 5.81], [0.77, -7.83, 3.57], [2.63, 5.71, 4.46], [6.06, 3.09, -1.54], [6.72, -3.83, -8.56], [1.27, 6.32, 8.11], [2.57, 6.30, 2.41], [3.66, 2.41, -3.20], [0.75, 5.59, -3.04], [0.38, -0.59, -3.91], [8.84, 2.15, -3.85], [-6.17, -1.70, 1.25], [8.29, 4.72, 3.42], [-3.36, 0.99, 1.25], [-3.82, 4.53, -1.74], [-2.53, -2.25, 6.28], [7.53, -4.41, -6.61], [-4.28, -0.82, 2.17], [0.01, 3.18, 3.23], [5.13, 0.87, 5.96], [-6.79, -5.15, 0.93], [0.27, 4.50, 1.88], [-0.79, -4.78, -7.89], [-2.24, -6.27, 3.20], [5.82, -3.46, -4.77], [7.54, 1.41, -3.06], [2.03, 4.50, 6.71], [-2.24, 3.77, 4.35], [5.96, 1.87, -4.73], [-0.66, 7.79, -4.94], [4.45, -0.55, 1.92], [2.46, 3.90, 4.34], [0.42, -2.45, 5.23], [-4.08, -2.34, -6.35], [-8.36, -4.67, 1.60], [0.68, -5.71, 2.14], [-2.09, -4.08, 4.38], [-7.48, -3.59, 0.63], [-8.91, 0.33, 2.31], [-2.27, 2.72, -3.11], [8.48, 2.61, 2.48], [1.49, -2.49, -3.13], [0.94, 6.50, 5.80], [-8.65, 1.97, 2.65], [6.90, 2.14, 3.24], [1.41, -0.73, 3.54], [7.91, 2.14, 0.08], [-0.87, -5.94, -6.68], [-4.84, 2.44, 0.31], [-8.93, 1.43, 5.18], [5.29, -1.38, -8.30], [3.64, -3.28, -4.17], [0.52, 5.09, -5.25], [-6.69, -2.74, -7.06], [-6.51, 1.64, 3.65], [-0.64, 5.86, 5.98]]}